A molecular structure, C30H57BInN6OSb. Source: OMol25; level of theory: ωB97M-V/def2-TZVPD.

XYZ file:
```
97
Properties=species:S:1:pos:R:3:lowdin_charge:R:1
In 0.195 0.462 0.806 0.888
C 4.139 -0.748 -2.418 -0.050
C 3.525 -0.494 -1.042 -0.373
C 4.529 -0.852 0.063 -0.026
C 3.105 0.932 -0.876 -0.277
C 3.819 2.070 -1.247 0.035
C 3.148 3.126 -0.667 -0.010
N 2.091 2.652 -0.002 -0.010
N 2.039 1.297 -0.143 -0.001
B 1.356 3.331 1.166 -0.518
N -0.176 3.387 0.988 -0.023
C -0.921 4.498 1.031 -0.018
C -2.209 4.160 1.373 0.033
C -2.189 2.776 1.560 -0.234
N -0.955 2.310 1.309 0.015
C -3.315 1.947 2.103 -0.335
C -4.596 2.192 1.299 -0.040
C -2.930 0.481 2.255 -0.085
N 1.677 2.489 2.426 -0.008
C 2.304 2.942 3.514 -0.020
C 2.478 1.905 4.396 0.021
C 1.916 0.791 3.776 -0.233
N 1.393 1.152 2.583 0.037
C 2.003 -0.600 4.327 -0.359
C 1.115 -1.567 3.591 -0.088
C 3.460 -1.075 4.327 -0.033
H 4.372 -1.805 -2.545 0.094
H 5.074 -0.197 -2.514 0.092
H 3.488 -0.434 -3.236 0.079
H 2.640 -1.120 -0.889 0.084
H 5.418 -0.225 -0.016 0.097
H 4.840 -1.893 -0.029 0.094
H 4.100 -0.704 1.056 0.064
H 4.729 2.113 -1.819 0.125
H 3.385 4.177 -0.640 0.142
H 1.777 4.439 1.304 0.135
H -0.473 5.462 0.855 0.142
H -3.040 4.824 1.529 0.125
H -3.501 2.334 3.110 0.157
H -4.449 2.011 0.235 0.067
H -4.920 3.226 1.405 0.086
H -5.407 1.556 1.656 0.095
H -2.660 0.040 1.291 0.014
H -3.764 -0.093 2.661 0.104
H -2.081 0.373 2.936 0.079
H 2.614 3.972 3.573 0.141
H 2.974 1.934 5.350 0.127
H 1.663 -0.546 5.365 0.155
H 1.447 -1.676 2.550 0.061
H 0.083 -1.225 3.608 0.062
H 1.155 -2.556 4.051 0.104
H 3.836 -1.162 3.305 0.071
H 3.539 -2.052 4.806 0.093
H 4.106 -0.384 4.865 0.087
C -3.548 -2.287 -2.757 -0.088
C -3.275 -1.613 -1.412 -0.622
C -4.091 -0.339 -1.310 -0.107
C -3.645 -2.556 -0.280 -0.098
Sb -1.067 -1.041 -1.369 1.677
C 0.216 -2.842 -1.773 -0.652
C -0.582 -4.003 -2.342 -0.096
C 0.852 -3.265 -0.455 -0.116
C 1.268 -2.443 -2.795 -0.111
C -0.838 0.600 -2.853 -0.669
C 0.627 0.780 -3.231 -0.101
C -1.327 1.855 -2.131 -0.118
C -1.655 0.348 -4.116 -0.094
H -4.632 -2.249 -2.906 0.109
H -3.269 -3.330 -2.765 0.073
H -3.101 -1.789 -3.611 0.061
H -5.150 -0.619 -1.347 0.114
H -3.917 0.351 -2.133 0.073
H -3.929 0.176 -0.371 0.038
H -4.648 -2.940 -0.493 0.110
H -3.695 -2.041 0.675 0.061
H -2.981 -3.411 -0.189 0.074
H -1.342 -4.377 -1.659 0.079
H 0.122 -4.823 -2.518 0.109
H -1.032 -3.766 -3.301 0.083
H 0.114 -3.683 0.223 0.071
H 1.386 -2.452 0.043 0.042
H 1.584 -4.052 -0.662 0.110
H 0.832 -2.301 -3.784 0.095
H 1.992 -3.261 -2.876 0.113
H 1.813 -1.546 -2.524 0.019
H 1.281 0.848 -2.361 0.046
H 0.721 1.726 -3.773 0.112
H 0.987 -0.007 -3.889 0.075
H -0.638 2.171 -1.343 0.042
H -2.324 1.752 -1.699 0.066
H -1.368 2.675 -2.854 0.111
H -1.348 -0.560 -4.635 0.088
H -1.476 1.182 -4.802 0.106
H -2.727 0.312 -3.936 0.068
O -1.318 -2.171 1.666 -0.129
H -0.780 -2.886 2.021 0.054
H -2.037 -2.076 2.303 0.060
```

Calculated values
HOMO-LUMO gap = 7.710 eV
Relative energy (zero: lowest compared OMol25 entry of this formula, charge and spin) = 7.27 kcal/mol
F_max = 0.39 eV Å⁻¹
Net charge = +2